Entry 1:
{
  "formula": "C30H26F5N6O3RuS2",
  "method": "wB97M-V/def2-TZVPD",
  "elements": ["Ru", "N", "C", "S", "N", "N", "C", "C", "C", "C", "C", "C", "N", "H", "H", "H", "H", "H", "H", "H", "F", "C", "C", "C", "F", "C", "F", "C", "F", "C", "F", "C", "C", "N", "C", "C", "C", "O", "C", "C", "C", "C", "N", "C", "H", "H", "H", "H", "H", "H", "H", "H", "H", "H", "H", "H", "H", "H", "O", "C", "O", "C", "C", "C", "C", "S", "C", "C", "H", "H", "H", "H", "H"],
  "xyz": [[-0.642, -0.597, -1.026], [-3.196, -1.524, -4.480], [-2.161, -1.325, -3.589], [-2.563, -0.532, -2.052], [-0.956, -1.797, -3.802], [-0.188, -1.672, -2.708], [1.027, -2.207, -2.620], [1.552, -3.320, -3.364], [1.276, -3.618, -4.677], [2.085, -4.482, -5.451], [3.252, -5.008, -4.872], [3.504, -4.686, -3.572], [2.708, -3.907, -2.821], [-4.041, -1.016, -4.556], [-2.955, -1.999, -5.351], [1.636, -1.695, -1.784], [0.384, -3.169, -5.113], [1.816, -4.702, -6.497], [3.977, -5.524, -5.508], [4.452, -4.979, -3.099], [1.567, -6.086, -1.128], [2.334, -5.085, -0.598], [2.797, -3.982, -1.381], [3.553, -3.065, -0.664], [3.800, -1.836, -1.130], [4.258, -3.440, 0.474], [5.054, -2.537, 1.109], [3.803, -4.473, 1.284], [4.190, -4.638, 2.528], [2.788, -5.251, 0.728], [2.095, -6.164, 1.507], [-3.777, 4.874, -0.129], [-2.586, 5.842, 0.224], [-1.731, 5.446, 1.359], [-2.046, 6.118, 2.653], [-3.505, 5.686, 3.056], [-1.141, 4.198, 1.427], [-0.986, 3.625, 2.529], [-0.787, 3.563, 0.160], [-0.208, 4.255, -0.868], [0.222, 3.521, -1.936], [0.024, 2.158, -2.038], [-0.450, 1.516, -0.968], [-0.801, 2.148, 0.176], [-3.874, 4.164, 0.705], [-3.453, 4.378, -1.082], [-4.673, 5.465, -0.244], [-3.062, 6.777, 0.533], [-1.978, 5.973, -0.685], [-1.930, 7.184, 2.476], [-1.282, 5.748, 3.362], [-4.232, 6.232, 2.388], [-3.834, 5.908, 4.094], [-3.603, 4.614, 2.831], [-0.078, 5.328, -0.878], [0.686, 4.052, -2.767], [0.255, 1.533, -2.878], [-1.176, 1.577, 1.038], [0.053, -1.224, 7.096], [0.433, -0.385, 6.050], [0.992, 0.646, 6.241], [0.250, -0.865, 4.684], [0.600, 0.058, 3.632], [0.615, -0.332, 2.292], [0.161, -1.639, 1.928], [-0.142, -2.231, 0.365], [-0.233, -2.529, 3.000], [-0.242, -2.114, 4.344], [-0.358, -2.031, 6.786], [1.013, 1.014, 3.864], [0.931, 0.410, 1.581], [-0.667, -3.485, 2.794], [-0.604, -2.857, 5.015]],
  "spin_multiplicity": 5,
  "charge": 1,
  "orbital_gap_ev": [5.36, 6.37]
}

Entry 2:
{
  "formula": "C30H26F7N2O4",
  "method": "wB97M-V/def2-TZVPD",
  "elements": ["N", "C", "O", "N", "C", "C", "C", "O", "C", "F", "F", "F", "C", "O", "O", "H", "H", "H", "H", "H", "H", "F", "C", "C", "C", "C", "C", "C", "H", "H", "H", "H", "H", "F", "C", "C", "C", "C", "C", "C", "H", "H", "H", "H", "H", "F", "C", "C", "C", "C", "C", "C", "H", "H", "H", "H", "H", "F", "C", "C", "C", "C", "C", "C", "H", "H", "H", "H", "H"],
  "xyz": [[0.645, 5.557, 2.708], [0.858, 5.025, 1.530], [1.058, 4.871, 0.056], [0.578, 3.635, -0.203], [0.754, 3.396, -1.716], [1.995, 2.307, -1.889], [2.479, 2.281, -3.455], [3.690, 3.069, -3.730], [2.715, 0.787, -4.087], [1.904, -0.291, -3.463], [4.170, 0.385, -4.151], [2.275, 0.859, -5.530], [-0.689, 2.857, -2.282], [-1.258, 3.464, -3.352], [-1.364, 1.730, -1.591], [1.098, 2.895, 0.339], [1.021, 4.430, -2.231], [2.925, 2.672, -1.236], [1.683, 1.269, -1.445], [1.605, 2.781, -4.088], [4.058, 3.506, -2.902], [4.709, -3.221, -9.747], [3.537, -2.793, -9.260], [3.498, -2.166, -8.019], [2.279, -1.715, -7.515], [1.108, -1.907, -8.253], [1.156, -2.542, -9.495], [2.377, -2.982, -10.004], [4.417, -2.034, -7.457], [2.239, -1.217, -6.549], [0.156, -1.559, -7.857], [0.242, -2.693, -10.065], [2.434, -3.470, -10.971], [0.333, 0.248, 1.540], [-0.696, -0.609, 1.560], [-0.528, -1.867, 2.129], [-1.600, -2.758, 2.155], [-2.827, -2.385, 1.600], [-2.985, -1.122, 1.027], [-1.915, -0.227, 1.011], [0.435, -2.142, 2.547], [-1.482, -3.741, 2.604], [-3.663, -3.082, 1.616], [-3.940, -0.836, 0.592], [-2.023, 0.761, 0.578], [4.001, 0.708, 7.165], [3.206, 1.376, 6.318], [2.350, 0.668, 5.481], [1.519, 1.363, 4.603], [1.561, 2.759, 4.564], [2.427, 3.460, 5.404], [3.250, 2.765, 6.290], [2.337, -0.416, 5.520], [0.840, 0.820, 3.950], [0.916, 3.301, 3.875], [2.461, 4.546, 5.369], [3.923, 3.294, 6.957], [-3.325, -3.869, 4.307], [-4.497, -3.441, 4.793], [-4.535, -2.814, 6.034], [-5.755, -2.363, 6.539], [-6.926, -2.555, 5.801], [-6.878, -3.189, 4.559], [-5.657, -3.630, 4.050], [-3.617, -2.681, 6.596], [-5.794, -1.865, 7.504], [-7.878, -2.207, 6.197], [-7.791, -3.341, 3.988], [-5.600, -4.117, 3.082]],
  "charge": -1,
  "orbital_gap_ev": 7.14
}

Entry 3:
{
  "formula": "C30H26F8N9O2S2SbTeV",
  "method": "wB97M-V/def2-TZVPD",
  "elements": ["V", "N", "C", "N", "C", "N", "N", "C", "N", "C", "C", "C", "C", "C", "N", "H", "H", "H", "H", "H", "H", "H", "H", "F", "C", "C", "C", "C", "C", "C", "Sb", "C", "C", "C", "C", "F", "C", "C", "C", "C", "C", "C", "F", "C", "C", "H", "H", "H", "H", "H", "H", "H", "H", "H", "H", "H", "H", "F", "Te", "F", "F", "F", "F", "O", "O", "S", "N", "C", "N", "C", "C", "N", "C", "S", "H", "H", "H", "H", "H", "H"],
  "xyz": [[-1.107, -0.260, -0.635], [-3.864, -1.056, 1.082], [-3.341, -2.145, 0.490], [-3.802, -3.332, 0.845], [-3.452, -4.307, -0.041], [-3.952, -5.519, 0.189], [-2.653, -4.203, -1.138], [-2.272, -2.992, -1.333], [-2.442, -1.942, -0.487], [-1.597, -2.606, -2.564], [-1.643, -3.417, -3.667], [-1.168, -2.917, -4.908], [-0.509, -1.701, -4.929], [-0.589, -0.917, -3.788], [-1.149, -1.333, -2.604], [-4.356, -0.958, 1.908], [-3.622, -0.199, 0.621], [-4.713, -5.597, 0.874], [-3.711, -6.197, -0.466], [-2.082, -4.401, -3.713], [-1.304, -3.434, -5.840], [-0.117, -1.396, -5.897], [-0.257, 0.116, -3.669], [-1.142, 7.573, -1.161], [-0.612, 6.352, -1.118], [0.287, 6.113, -0.012], [0.892, 4.878, 0.060], [0.430, 3.820, -0.758], [-0.429, 4.083, -1.817], [-0.931, 5.385, -2.041], [0.887, 1.759, -0.693], [1.531, 1.432, 1.324], [0.464, 1.264, 2.331], [0.932, 0.891, 3.840], [2.359, 0.637, 3.916], [2.771, 0.209, 5.163], [3.274, 0.960, 2.987], [2.808, 1.336, 1.662], [2.593, 1.641, -1.969], [3.048, 0.338, -2.276], [3.926, 0.178, -3.347], [4.386, 1.335, -4.003], [5.173, 1.107, -5.072], [4.040, 2.630, -3.663], [3.082, 2.770, -2.627], [0.479, 6.946, 0.637], [1.552, 4.659, 0.850], [-0.602, 3.399, -2.613], [-1.602, 5.606, -2.873], [-0.085, 2.204, 2.410], [0.564, 1.706, 4.460], [4.298, 0.804, 3.249], [3.594, 1.432, 0.896], [2.641, -0.572, -1.798], [4.228, -0.811, -3.627], [4.490, 3.385, -4.335], [2.746, 3.753, -2.335], [0.565, -4.033, -1.283], [1.432, -2.933, 0.088], [2.274, -4.383, 0.826], [2.969, -2.589, -0.870], [-0.030, -3.419, 1.187], [2.227, -1.906, 1.441], [0.675, -1.444, -0.587], [-4.224, 2.615, -0.816], [-3.285, 2.135, -1.801], [-2.287, 0.990, -1.468], [-1.760, 0.190, 5.381], [-0.743, -0.712, 4.833], [-0.953, -2.092, 4.782], [0.055, -2.595, 4.047], [0.877, -1.540, 3.738], [0.357, -0.418, 4.180], [-0.840, 0.205, 1.700], [-2.241, 0.587, 4.480], [-1.272, 0.947, 5.975], [-2.405, -0.415, 5.989], [-1.805, -2.557, 5.315], [0.259, -3.608, 3.655], [1.787, -1.513, 3.231]],
  "spin_multiplicity": 3,
  "charge": 1,
  "e_above_lowest_kcal_mol": 2.1,
  "orbital_gap_ev": [7.47, 7.59]
}

Entry 4:
{
  "formula": "C30H26I2N6O2STi",
  "method": "wB97M-V/def2-TZVPD",
  "elements": ["Ti", "O", "C", "N", "C", "C", "C", "C", "C", "C", "N", "C", "C", "C", "C", "C", "N", "H", "H", "H", "H", "H", "H", "H", "H", "H", "H", "I", "C", "C", "C", "I", "C", "O", "C", "C", "N", "C", "C", "C", "C", "C", "C", "N", "C", "H", "H", "H", "H", "H", "H", "H", "H", "H", "H", "H", "S", "C", "N", "C", "C", "C", "C", "H", "H", "H", "H", "H"],
  "xyz": [[-0.349, 0.494, 0.779], [0.927, 3.261, -1.958], [0.365, 2.527, -1.148], [0.862, 1.424, -0.576], [2.289, 1.324, -0.378], [2.559, 1.106, 1.099], [3.843, 1.029, 1.615], [4.014, 0.929, 2.985], [2.897, 0.907, 3.810], [1.648, 0.954, 3.224], [1.483, 1.047, 1.899], [-0.974, 2.966, -0.574], [-1.644, 4.068, -1.067], [-2.709, 4.578, -0.338], [-3.054, 3.989, 0.870], [-2.342, 2.884, 1.300], [-1.328, 2.387, 0.588], [2.777, 2.257, -0.680], [2.754, 0.528, -0.974], [4.694, 1.069, 0.947], [5.010, 0.876, 3.406], [2.988, 0.840, 4.885], [0.740, 0.895, 3.810], [-1.308, 4.514, -1.991], [-3.252, 5.440, -0.700], [-3.860, 4.379, 1.477], [-2.582, 2.365, 2.221], [-2.125, -6.232, 3.975], [-1.772, -4.254, 3.427], [-2.665, -3.262, 3.804], [-2.425, -1.951, 3.427], [-3.790, -0.463, 3.930], [-1.294, -1.607, 2.683], [-1.096, -0.344, 2.319], [-0.400, -2.617, 2.300], [0.854, -2.301, 1.529], [0.636, -1.479, 0.312], [-0.169, -2.164, -0.722], [-1.635, -1.871, -0.593], [-2.590, -2.847, -0.827], [-3.930, -2.504, -0.772], [-4.279, -1.194, -0.482], [-3.270, -0.282, -0.249], [-1.974, -0.605, -0.308], [-0.651, -3.930, 2.678], [-3.547, -3.508, 4.379], [1.323, -3.247, 1.243], [1.566, -1.756, 2.156], [1.547, -1.293, -0.095], [0.002, -3.243, -0.701], [0.143, -1.775, -1.697], [-2.280, -3.861, -1.042], [-4.692, -3.252, -0.947], [-5.312, -0.881, -0.422], [-3.495, 0.747, 0.000], [0.039, -4.710, 2.381], [-0.212, 0.049, -3.598], [1.329, 0.325, -4.200], [1.916, 1.549, -4.036], [3.137, 1.890, -4.510], [3.889, 0.991, -5.197], [3.349, -0.300, -5.392], [2.115, -0.625, -4.911], [1.398, 2.240, -3.485], [3.446, 2.905, -4.306], [4.856, 1.269, -5.585], [3.922, -1.040, -5.936], [1.686, -1.603, -5.066]],
  "spin_multiplicity": 2,
  "charge": 1,
  "e_above_lowest_kcal_mol": 0.0,
  "orbital_gap_ev": [7.16, 6.98]
}

Max |F| for every record listed, in sequence, given in eV/Å: 3.63, 11.67, 3.44, 0.89.